{
  "formula": "C5H6Cl3N2P",
  "method": "wB97M-V/def2-TZVPD",
  "e_tot_ev": -55116.2126,
  "orbital_gap_ha": 0.2700,
  "relative_energy_ev": 2.684,
  "elements": ["C", "C", "C", "C", "C", "N", "N", "P", "Cl", "Cl", "Cl", "H", "H", "H", "H", "H", "H"],
  "xyz": [[4.10894, -1.32067, -0.50513], [4.57434, -0.15103, 0.11409], [2.79812, -1.30755, -0.06349], [-1.67930, 0.54363, 0.51098], [-0.40048, -0.08767, -0.03258], [3.62987, 0.44486, 0.82761], [2.51247, -0.27108, 0.71747], [-0.04795, -1.65120, 0.88991], [6.14739, 0.49192, 0.00584], [1.50876, -2.41041, -0.43176], [-1.46422, -2.82985, 0.09933], [4.61905, -2.02530, -1.12564], [-2.56334, 0.03062, 0.13573], [-1.69354, 0.50806, 1.59846], [-1.73420, 1.58874, 0.21187], [0.45339, 0.56632, 0.14826], [-0.48684, -0.29724, -1.10154]]
}

=====

{
  "formula": "C5H6ClN",
  "method": "wB97M-V/def2-TZVPD",
  "smiles": "C/C=C(/C#N)CCl",
  "e_tot_ev": -19292.3786,
  "orbital_gap_ha": 0.3956,
  "relative_energy_ev": 2.240,
  "elements": ["C", "C", "C", "C", "C", "N", "Cl", "H", "H", "H", "H", "H", "H"],
  "xyz": [[-1.55482, 1.49788, -0.19323], [0.69610, 0.65879, 0.26271], [-0.50976, 0.55160, -0.16112], [1.90634, -0.21081, 0.42452], [-1.31891, -1.07137, -0.60218], [-2.41215, 2.24223, -0.26191], [-1.83330, -1.85035, 0.84330], [1.03097, 1.67705, 0.58762], [2.55557, 0.10922, 1.24892], [2.33945, -0.12942, -0.57444], [1.73150, -1.21757, 0.80803], [-2.11961, -0.67272, -1.25073], [-0.51137, -1.58454, -1.13148]]
}

=====

{
  "formula": "C5H6ClN",
  "method": "wB97M-V/def2-TZVPD",
  "e_tot_ev": -19286.5495,
  "orbital_gap_ha": [0.2546, 0.2468],
  "relative_energy_ev": 8.070,
  "elements": ["C", "C", "C", "C", "C", "N", "Cl", "H", "H", "H", "H", "H", "H"],
  "xyz": [[-3.20538, -1.22606, 0.26852], [-2.16341, -1.32042, 0.96012], [0.68298, -0.68302, 0.33010], [1.24018, 1.16089, -1.16110], [1.00977, 0.79807, 0.38835], [-1.15771, -1.19897, 1.61745], [1.81932, -1.94332, 0.54125], [-4.08446, -1.73492, -0.11956], [2.03977, 0.47631, -1.31550], [1.49431, 2.21164, -1.26721], [0.44120, 1.03334, -1.86759], [1.82299, 1.12944, 1.03536], [0.06044, 1.29702, 0.58979]]
}

=====

{
  "formula": "C5H6ClN2O2",
  "method": "wB97M-V/def2-TZVPD",
  "smiles": "CN=[N+]=C/C(Cl)=C\\C(=O)O",
  "e_tot_ev": -24868.8888,
  "orbital_gap_ha": 0.3282,
  "total_charge": 1,
  "relative_energy_ev": 0.000,
  "elements": ["C", "C", "C", "C", "C", "N", "N", "O", "O", "Cl", "H", "H", "H", "H", "H", "H"],
  "xyz": [[-2.68727, 0.95209, -0.15375], [-1.53350, -1.06658, 0.81260], [-2.65318, -0.35289, 0.07030], [-1.75214, 2.05738, 0.09068], [1.71999, -0.71655, -0.41422], [-0.31647, -0.80178, 0.60684], [0.74154, -0.34968, 0.53805], [-2.03828, 3.20673, -0.15963], [-0.53509, 1.74499, 0.62997], [-4.06171, -1.32632, -0.20049], [-3.55845, 1.24462, -0.55827], [-1.96144, -1.79586, 1.37272], [2.70138, -0.93039, 0.23495], [1.51152, -1.55527, -0.96548], [1.72693, 0.15105, -0.96262], [-0.13691, 2.60740, 0.87152]]
}

=====

{
  "formula": "C5H6ClN3",
  "method": "wB97M-V/def2-TZVPD",
  "e_tot_ev": -22269.9822,
  "orbital_gap_ha": [0.2724, 0.2725],
  "relative_energy_ev": 4.399,
  "elements": ["C", "C", "C", "C", "C", "N", "N", "N", "Cl", "H", "H", "H", "H", "H", "H"],
  "xyz": [[0.36991, 1.56280, 2.63075], [0.58070, 0.34367, 2.07435], [-0.28904, 0.37408, -0.33977], [-0.34480, -1.38577, -2.28842], [-0.03171, -1.11138, -0.94328], [-0.09235, -2.52167, -2.80697], [-0.32553, 2.01556, 1.47354], [0.00638, 0.77522, 0.88052], [0.69878, -2.26305, 0.07027], [0.48732, 2.07233, 3.55821], [0.94208, -0.62773, 2.31531], [-0.76451, 1.07052, -1.00532], [-0.81915, -0.54378, -2.81558], [-0.36833, -2.61815, -3.77964], [-0.04974, 2.85735, 0.97602]]
}

=====

{
  "formula": "C5H6ClNO3S",
  "method": "wB97M-V/def2-TZVPD",
  "e_tot_ev": -36269.9603,
  "orbital_gap_ha": 0.3320,
  "relative_energy_ev": 0.516,
  "elements": ["C", "C", "C", "C", "C", "N", "O", "O", "O", "S", "Cl", "H", "H", "H", "H", "H", "H"],
  "xyz": [[0.66856, -0.97021, -0.08979], [0.10780, 0.26776, 0.33504], [-0.46666, -1.61011, 0.42426], [2.05842, -1.30749, -0.64934], [0.65452, 1.66673, 0.38642], [-1.09043, -0.19962, 0.69486], [-0.86945, -2.64185, 0.82617], [-2.26053, 1.89584, 0.60346], [-3.65435, -0.12543, 0.47876], [-2.47236, 0.54708, 0.19274], [-2.19087, 0.66256, -1.87177], [2.88140, -0.68901, -0.25702], [2.01436, -1.00322, -1.70941], [2.23873, -2.33033, -0.46818], [0.20583, 2.26371, 1.18317], [0.35411, 2.06017, -0.59332], [1.82091, 1.51340, 0.51393]]
}

=====

{
  "formula": "C5H6ClNS",
  "method": "wB97M-V/def2-TZVPD",
  "smiles": "C=C=[N+](C)[S-].C#CCl",
  "e_tot_ev": -30123.8333,
  "orbital_gap_ha": [0.2930, 0.2931],
  "relative_energy_ev": 5.981,
  "elements": ["C", "C", "C", "C", "C", "N", "S", "Cl", "H", "H", "H", "H", "H", "H"],
  "xyz": [[-1.11539, 1.29867, 1.92790], [-1.86847, 0.37742, 1.72055], [0.59436, 0.50844, -0.95026], [0.11321, 1.43317, -1.62300], [0.70752, -1.77230, -0.33628], [1.11064, -0.36904, -0.17246], [2.24108, -0.07254, 1.02920], [-3.20686, -0.66193, 1.32437], [-0.35238, 2.00694, 2.15464], [-0.67919, 2.09162, -1.34842], [0.41376, 1.64830, -2.73514], [-0.13756, -1.88995, 0.24508], [0.81157, -2.10114, -1.31201], [1.36772, -2.49766, 0.07584]]
}

=====

{
  "formula": "C5H6EuO4",
  "method": "wB97M-V/def2-TZVPD",
  "s_squared": 20.009,
  "e_tot_ev": -32789.8425,
  "orbital_gap_ha": [0.2152, 0.3035],
  "total_charge": 1,
  "relative_energy_ev": 2.615,
  "spin_multiplicity": 9,
  "elements": ["C", "C", "H", "H", "H", "Eu", "C", "O", "C", "O", "O", "H", "H", "H", "C", "O"],
  "xyz": [[0.81366, -0.56740, -0.42719], [0.13890, -1.48295, 0.54079], [1.85242, -0.31740, -0.18295], [0.61900, -0.88472, 1.42802], [0.56702, -2.49036, 0.50759], [0.75094, -1.12858, -2.92955], [-1.35679, -1.51846, 0.45776], [-1.91594, -0.16247, 0.49072], [-1.23328, 0.83824, 0.07755], [-0.08222, 0.79119, -0.42143], [-1.80963, 1.98263, 0.26914], [-1.83086, -2.01095, 1.31230], [-1.72923, -1.98068, -0.46401], [-1.25373, 2.71704, -0.03211], [3.51354, 3.45742, 0.03148], [2.95620, 2.75744, -0.65811]]
}

=====

{
  "formula": "C5H6F2N2S",
  "method": "wB97M-V/def2-TZVPD",
  "e_tot_ev": -24528.8101,
  "orbital_gap_ha": 0.3004,
  "relative_energy_ev": 0.701,
  "elements": ["C", "C", "C", "C", "C", "N", "N", "F", "F", "S", "H", "H", "H", "H", "H", "H"],
  "xyz": [[0.90490, -1.91171, -0.05752], [-0.23435, 0.80297, 0.64128], [1.67596, -3.17357, -0.21719], [-1.12098, 2.72190, -0.71131], [-1.22224, 1.82237, 0.51981], [1.34194, -0.96091, 0.84951], [0.71095, 0.16833, 0.95959], [-1.12873, 2.67591, 1.60792], [-2.45668, 1.26764, 0.79365], [-0.51283, -1.71775, -0.88542], [2.75179, -2.82717, -0.42474], [1.57164, -3.82044, 0.70021], [1.10381, -3.76772, -1.04787], [-1.90417, 3.50688, -0.63006], [-1.24858, 1.94842, -1.54068], [-0.23242, 3.26486, -0.55718]]
}

=====

{
  "formula": "C5H6F2N3",
  "method": "wB97M-V/def2-TZVPD",
  "smiles": "[NH3+]CC1=NN1C=C=C(F)F",
  "e_tot_ev": -15174.3804,
  "orbital_gap_ha": 0.3427,
  "total_charge": 1,
  "relative_energy_ev": 4.793,
  "elements": ["C", "C", "C", "C", "C", "N", "N", "N", "F", "F", "H", "H", "H", "H", "H", "H"],
  "xyz": [[1.19548, 1.34344, -1.33523], [1.83551, 0.28974, -0.91930], [-0.28250, 1.08101, 0.53858], [-1.12514, 0.02984, 1.05188], [1.87739, -0.84068, -0.26182], [0.35237, 2.07531, 0.92429], [0.04570, 1.73539, -0.62263], [-1.61767, -0.90607, -0.00634], [1.40477, -2.05722, -0.68307], [2.43266, -1.00732, 0.91807], [1.46057, 1.92982, -2.24518], [-1.93175, 0.40535, 1.60152], [-0.58642, -0.62499, 1.87114], [-1.91396, -1.80542, 0.46072], [-0.87779, -1.18810, -0.64755], [-2.26920, -0.46010, -0.64507]]
}

=====

{
  "formula": "C5H6F2O",
  "method": "wB97M-V/def2-TZVPD",
  "smiles": "OC=C(F)F.C#CC",
  "e_tot_ev": -12760.9866,
  "orbital_gap_ha": 0.3571,
  "relative_energy_ev": 3.025,
  "elements": ["C", "C", "C", "C", "C", "O", "F", "F", "H", "H", "H", "H", "H", "H"],
  "xyz": [[-1.75751, -0.80213, -0.77441], [1.50502, -1.13150, 0.78957], [-1.53180, 0.29283, -0.43810], [-1.11127, 1.63131, -0.01386], [1.20203, -0.99598, -0.48649], [1.94021, -0.04254, 1.52169], [0.79198, -2.04130, -1.19812], [1.17794, 0.10076, -1.25461], [2.02355, 0.70170, 0.92323], [-2.19691, -1.74507, -0.93163], [1.15574, -1.90564, 1.35855], [-0.47053, 2.17110, -0.67235], [-0.65879, 1.54669, 1.06385], [-2.06964, 2.21977, 0.11266]]
}

=====

{
  "formula": "C5H6F2O",
  "method": "wB97M-V/def2-TZVPD",
  "smiles": "C=C(F)/C(=C\\F)OC",
  "e_tot_ev": -12762.0018,
  "orbital_gap_ha": 0.3657,
  "relative_energy_ev": 2.010,
  "elements": ["C", "C", "C", "C", "C", "H", "H", "H", "H", "H", "H", "O", "F", "F"],
  "xyz": [[-0.16137, 1.91426, -1.05929], [0.00267, -0.06424, 0.08695], [0.99638, 0.45035, 0.84952], [-0.44144, -1.49035, -0.04170], [-0.61606, -2.36409, 0.93179], [0.74824, 1.73068, -1.56380], [0.00266, 2.73180, -0.38475], [-0.74094, 2.23195, -1.91332], [1.32103, 1.52353, 0.73909], [-0.81542, -3.39813, 0.61811], [-0.54569, -2.08901, 1.96755], [-0.86907, 0.83572, -0.51191], [1.82868, -0.28312, 1.63646], [-0.70966, -1.72935, -1.35471]]
}